(1)
The following is a DFT calculation (the ωB97M-V functional and the def2-TZVPD basis) of a structure of composition C45H59CaCl2N3O4PSe.

```
116
Properties=species:S:1:pos:R:3:lowdin_charge:R:1
Ca 0.89 0.89 0.80 1.244
O 4.21 2.43 3.58 0.172
C 3.41 1.83 2.70 -0.468
O 2.35 2.31 2.34 -0.033
C 3.92 0.54 2.18 -0.202
C 5.14 -0.04 2.49 0.039
C 5.45 -1.24 1.87 -0.004
C 4.56 -1.81 0.97 0.048
C 3.35 -1.16 0.73 -0.175
N 3.06 -0.02 1.33 0.052
C 2.31 -1.65 -0.28 -0.657
O 2.56 -2.64 -0.95 0.058
O 1.27 -0.90 -0.34 -0.263
H 3.79 3.26 3.85 0.150
H 5.82 0.44 3.18 0.128
H 6.39 -1.73 2.08 0.121
H 4.76 -2.73 0.45 0.129
C -3.01 -2.62 2.51 -0.092
C -3.20 -1.13 2.72 -0.380
C -4.69 -0.76 2.75 -0.043
C -2.52 -0.28 1.67 -0.175
C -2.29 -0.75 0.39 0.038
C -1.96 0.10 -0.66 -0.133
C -1.92 -0.47 -2.07 -0.360
C -1.13 -1.77 -2.15 -0.058
C -3.35 -0.70 -2.59 -0.037
C -1.77 1.47 -0.39 -0.147
C -1.88 1.95 0.93 -0.193
C -2.25 1.06 1.94 -0.006
C -1.78 3.43 1.26 -0.373
C -3.18 4.04 1.32 -0.031
C -1.04 3.71 2.56 -0.059
C -1.74 2.44 -1.55 -0.189
C -3.00 2.78 -2.03 -0.037
C -3.18 3.61 -3.12 -0.047
C -2.06 4.12 -3.78 -0.053
C -0.80 3.81 -3.30 -0.088
C -0.61 2.99 -2.18 -0.290
P 1.09 2.67 -1.57 1.134
C 1.99 1.81 -2.98 -0.671
C 1.02 0.75 -3.51 -0.084
C 3.21 1.06 -2.40 -0.083
C 2.45 2.68 -4.14 -0.078
C 1.85 4.36 -1.22 -0.680
C 1.72 5.47 -2.27 -0.082
C 3.34 4.15 -0.92 -0.094
C 1.19 4.89 0.06 -0.104
H -3.40 -3.17 3.37 0.091
H -1.95 -2.85 2.40 0.002
H -3.55 -2.98 1.62 0.086
H -2.79 -0.85 3.69 0.090
H -5.16 -0.99 1.79 0.090
H -4.85 0.30 2.96 0.080
H -5.21 -1.34 3.53 0.085
H -2.44 -1.80 0.17 0.118
H -1.45 0.28 -2.71 0.102
H -1.68 -2.60 -1.71 0.081
H -0.15 -1.69 -1.66 0.050
H -0.97 -2.02 -3.20 0.091
H -3.89 -1.37 -1.92 0.084
H -3.32 -1.17 -3.57 0.087
H -3.92 0.22 -2.68 0.067
H -2.39 1.43 2.95 0.122
H -1.25 3.91 0.44 0.093
H -3.78 3.55 2.10 0.088
H -3.72 3.94 0.38 0.071
H -3.13 5.10 1.56 0.089
H -1.63 3.44 3.43 0.083
H -0.82 4.78 2.64 0.091
H -0.09 3.18 2.65 0.052
H -3.87 2.37 -1.53 0.125
H -4.17 3.86 -3.47 0.114
H -2.17 4.75 -4.65 0.113
H 0.05 4.20 -3.82 0.080
H 0.68 0.08 -2.71 0.056
H 1.55 0.13 -4.24 0.103
H 0.16 1.19 -4.01 0.084
H 2.90 0.35 -1.64 0.047
H 3.96 1.72 -1.99 0.068
H 3.67 0.49 -3.21 0.099
H 1.63 3.21 -4.63 0.070
H 2.91 2.04 -4.89 0.094
H 3.21 3.41 -3.84 0.068
H 2.14 5.20 -3.24 0.068
H 2.26 6.34 -1.91 0.094
H 0.68 5.77 -2.41 0.076
H 3.91 3.91 -1.82 0.070
H 3.52 3.35 -0.19 0.068
H 3.75 5.07 -0.51 0.092
H 0.15 5.17 -0.11 0.079
H 1.73 5.79 0.38 0.097
H 1.24 4.18 0.89 0.049
Cl -1.21 0.04 5.87 0.571
C -0.21 -1.05 4.93 -0.970
Cl 0.78 -0.15 3.72 0.553
H -0.80 -1.76 4.37 -0.022
H 0.51 -1.54 5.57 0.035
C 2.35 -5.70 0.57 -0.015
N 0.93 -5.85 0.82 -0.063
C 0.20 -5.02 1.59 -0.730
Se 0.81 -3.51 2.47 0.652
N -1.07 -5.50 1.61 0.123
C -1.17 -6.64 0.83 -0.175
C -2.23 -7.46 0.51 -0.008
C -1.97 -8.53 -0.33 -0.082
C -0.69 -8.76 -0.83 -0.079
C 0.38 -7.93 -0.52 -0.001
C 0.11 -6.86 0.32 -0.146
H 2.56 -4.69 0.22 0.057
H 2.64 -6.41 -0.20 0.088
H 2.91 -5.91 1.48 0.097
H -1.80 -5.06 2.14 0.130
H -3.23 -7.29 0.91 0.114
H -2.77 -9.20 -0.60 0.107
H -0.53 -9.61 -1.48 0.108
H 1.36 -8.12 -0.92 0.110
```

Frontier orbital gap, eV: 6.548
Multiplicity: 1
Total charge: +1

(2)
The following is a DFT calculation (the ωB97M-V functional and the def2-TZVPD basis) of a structure of composition C24H43N2OP3Yb at a distorted geometry.

```
74
Properties=species:S:1:pos:R:3:lowdin_charge:R:1
Yb 0.46 -0.44 0.13 0.985
P -1.93 0.50 1.78 0.674
P 0.21 -3.38 0.05 0.739
P -2.27 0.04 -1.09 0.686
H 0.90 4.34 -1.06 0.031
C -0.19 4.40 -0.96 -0.086
C -0.80 4.40 0.23 -0.061
H -0.23 4.27 1.16 0.041
C -0.98 1.21 3.18 -0.296
C -2.54 -1.05 2.57 -0.261
C -3.44 1.54 1.91 -0.246
C 1.51 -3.41 -1.25 -0.306
C 1.04 -4.42 1.31 -0.275
C -0.94 -4.64 -0.65 -0.258
C -2.72 1.77 -1.54 -0.256
C -3.95 -0.71 -0.94 -0.248
C -1.82 -0.60 -2.75 -0.291
H -0.75 4.53 -1.89 0.070
H -1.88 4.53 0.35 0.068
H -0.39 2.07 2.82 0.020
H -0.29 0.48 3.62 0.023
H -1.69 1.56 3.95 0.057
H -1.69 -1.69 2.83 0.033
H -3.19 -1.60 1.87 0.035
H -3.11 -0.80 3.47 0.067
H -3.26 2.50 1.40 0.035
H -3.63 1.73 2.97 0.062
H -4.31 1.06 1.46 0.046
H 1.89 -4.43 -1.38 0.067
H 2.34 -2.75 -0.97 0.022
H 1.11 -3.05 -2.21 0.040
H 1.43 -5.35 0.87 0.066
H 0.33 -4.67 2.10 0.056
H 1.87 -3.86 1.76 0.026
H -0.42 -5.58 -0.86 0.070
H -1.39 -4.25 -1.58 0.044
H -1.75 -4.82 0.07 0.055
H -2.87 1.82 -2.63 0.062
H -1.93 2.47 -1.25 -0.009
H -3.65 2.06 -1.04 0.050
H -4.35 -0.88 -1.95 0.059
H -4.63 -0.05 -0.39 0.040
H -3.87 -1.67 -0.41 0.038
H -2.72 -0.61 -3.39 0.057
H -1.43 -1.63 -2.66 0.034
H -1.04 0.02 -3.21 0.017
C 1.64 0.18 -2.84 -0.340
C 2.62 -0.64 -3.44 0.038
C 2.66 -0.64 -4.83 0.006
C 1.96 0.34 -5.55 0.035
C 1.26 1.37 -4.88 0.001
C 1.21 1.37 -3.49 0.023
O 0.97 -0.26 -1.79 -0.255
H 2.46 0.35 0.09 0.121
H 3.15 -1.33 -2.78 0.127
H 3.25 -1.42 -5.31 0.140
H 1.98 0.31 -6.64 0.145
H 0.78 2.17 -5.42 0.138
H 0.73 2.15 -2.89 0.119
N 2.83 2.75 1.97 0.220
C 2.45 2.35 0.76 0.027
N 2.27 1.01 0.83 0.037
C 2.56 0.56 2.15 -0.201
C 2.21 -0.68 2.69 -0.023
C 2.21 -0.73 4.10 -0.015
C 2.59 0.39 4.85 0.000
C 2.96 1.60 4.26 0.062
C 2.89 1.66 2.87 -0.153
H 3.20 3.68 2.19 0.206
H 2.32 2.94 -0.14 0.156
H 1.94 -1.54 2.05 0.083
H 1.94 -1.66 4.61 0.139
H 2.61 0.30 5.94 0.139
H 3.30 2.48 4.81 0.142
```

Frontier orbital gap (alpha / beta), eV: 5.912 / 4.251
Multiplicity: 2
Total charge: +3
ΔE to the lowest compared entry with this formula, charge and spin, kcal per mole: 42.7

(3)
The following is a DFT calculation (the ωB97M-V functional and the def2-TZVPD basis) of an isolated molecule of C28H49BN2O9S at a distorted geometry.

```
90
Properties=species:S:1:pos:R:3:lowdin_charge:R:1
C 3.06 -3.94 4.54 0.025
C 2.30 -4.10 3.34 -0.102
C 1.09 -4.21 2.19 -0.179
C 0.02 -2.94 2.45 -0.193
C 0.13 -2.01 1.13 -0.135
C -0.58 -0.49 1.16 -0.224
N -1.89 -0.70 1.76 0.006
C -2.92 -1.62 1.26 -0.242
C -2.98 -3.11 0.67 -0.025
O -4.17 -1.07 1.36 -0.042
C -2.19 -0.59 3.19 -0.238
C -2.46 0.66 4.22 -0.024
O -2.54 -1.75 3.82 -0.050
C 0.46 0.23 2.24 -0.164
O 0.19 1.55 2.71 -0.348
S -0.91 2.48 1.87 1.018
O -0.98 3.85 2.67 -0.414
O -0.19 2.78 0.45 -0.318
C 0.09 1.74 -0.51 -0.290
C 1.65 2.00 -0.89 -0.114
C 2.77 1.89 0.27 -0.185
C 3.92 3.08 0.02 -0.159
C 4.90 3.27 1.35 -0.240
O 6.29 3.60 0.94 -0.147
B -0.62 2.53 -1.85 -0.310
O -1.77 3.49 -1.67 0.000
C -0.08 2.39 -3.39 -0.147
C -1.37 2.07 -4.40 -0.124
C -0.53 0.24 -0.36 -0.185
C 0.00 -0.73 -1.57 -0.059
C 1.57 -1.17 -1.64 -0.176
O 2.21 -0.86 -2.97 -0.121
C 3.43 -1.73 -2.93 -0.254
O 3.49 -2.95 -3.48 -0.005
C 4.77 -1.18 -2.10 -0.134
C 4.90 -1.83 -0.59 -0.128
N -1.97 0.59 -0.74 -0.030
C -2.73 -0.18 -1.71 -0.216
C -4.22 0.60 -1.86 -0.166
C -5.49 -0.35 -1.47 -0.246
C -6.45 0.57 -0.46 -0.151
H 3.48 -3.63 5.61 0.054
H 1.66 -4.09 1.16 0.105
H 0.58 -5.26 2.33 0.116
H -1.01 -3.48 2.64 0.105
H 0.36 -2.50 3.47 0.107
H -0.26 -2.70 0.28 0.108
H 1.31 -1.94 0.95 0.120
H -3.30 -3.19 -0.48 0.101
H -3.87 -3.67 1.24 0.128
H -2.05 -3.80 0.78 0.066
H -2.92 1.62 3.74 0.085
H -1.40 0.94 4.69 0.105
H -3.14 0.39 5.16 0.116
H 1.55 0.03 1.78 0.137
H 0.54 -0.39 3.27 0.155
H 2.05 1.50 -1.87 0.121
H 1.68 3.17 -1.17 0.140
H 3.35 0.85 0.26 0.088
H 2.40 2.04 1.37 0.110
H 4.55 2.85 -0.96 0.120
H 3.32 4.10 -0.07 0.124
H 4.52 4.24 1.94 0.134
H 4.82 2.39 2.11 0.119
H 6.46 3.01 0.13 0.097
H -1.30 4.38 -1.56 0.135
H 0.68 1.52 -3.58 0.085
H 0.44 3.38 -3.78 0.127
H -1.40 2.79 -5.33 0.085
H -2.41 2.20 -3.85 0.072
H -1.35 0.92 -4.72 0.082
H -0.56 -1.78 -1.63 0.141
H -0.18 -0.28 -2.66 0.134
H 2.24 -0.72 -0.76 0.103
H 1.70 -2.35 -1.53 0.143
H 4.60 0.00 -2.00 0.113
H 5.78 -1.40 -2.70 0.133
H 4.43 -2.91 -0.52 0.093
H 4.30 -1.18 0.21 0.060
H 6.04 -1.88 -0.22 0.096
H -2.50 1.10 -0.02 0.114
H -3.01 -1.29 -1.49 0.089
H -2.35 -0.17 -2.85 0.117
H -4.40 0.94 -2.99 0.113
H -4.21 1.62 -1.25 0.118
H -5.21 -1.39 -1.02 0.085
H -6.17 -0.56 -2.42 0.107
H -7.09 1.27 -1.18 0.084
H -5.82 1.32 0.20 0.070
H -7.11 -0.07 0.26 0.073
```

Frontier orbital gap, eV: 8.690
Multiplicity: 1

(4)
The following is a DFT calculation (the ωB97M-V functional and the def2-TZVPD basis) of a structure of composition C9H7NO4STi at a distorted geometry.

```
23
Properties=species:S:1:pos:R:3:lowdin_charge:R:1
Ti 0.05 0.03 -0.25 0.754
O -0.05 3.21 -1.06 0.297
C 0.05 2.09 -0.78 -0.006
C -0.40 -2.10 -0.72 0.029
O -0.64 -3.21 -0.94 0.293
C 1.91 -0.18 -1.03 -0.027
O 2.96 -0.35 -1.45 0.314
C -1.97 0.09 -0.49 -0.014
O -3.01 0.07 -1.01 0.307
C 0.01 0.82 -2.64 -0.043
H -0.90 1.34 -2.98 0.133
H 0.95 1.31 -2.99 0.150
C -0.08 -0.65 -2.61 -0.073
H 0.78 -1.25 -3.03 0.146
H -1.05 -1.06 -2.92 0.128
S -0.92 -0.77 4.03 1.235
C 0.60 0.14 4.18 -0.219
C 1.07 0.48 2.94 -0.112
N 0.18 0.04 1.87 -0.159
C -0.88 -0.60 2.35 -0.481
H 1.03 0.41 5.13 0.116
H 2.00 1.05 2.71 0.151
H -1.69 -0.93 1.69 0.079
```

Frontier orbital gap (alpha / beta), eV: 5.641 / 5.618
Multiplicity: 2
Total charge: +3
ΔE to the lowest compared entry with this formula, charge and spin, kcal per mole: 40.5

(5)
The following is a DFT calculation (the ωB97M-V functional and the def2-TZVPD basis) of a cluster of 2 separate species, CH2NO3S in total at a distorted geometry.

```
8
Properties=species:S:1:pos:R:3:lowdin_charge:R:1
C 1.19 -0.60 2.07 -0.141
N 0.21 -0.80 1.47 0.021
O 0.19 -0.26 -2.16 -0.543
O 0.26 1.38 -0.22 -0.397
O -1.56 -0.38 -0.43 -0.568
S -0.79 0.52 -1.36 0.667
H 1.08 0.88 -0.18 -0.019
H -0.58 -0.75 0.80 -0.021
```

Frontier orbital gap, eV: 8.834
Multiplicity: 1
Total charge: -1
ΔE to the lowest compared entry with this formula, charge and spin, kcal per mole: 18.9

(6)
The following is a DFT calculation (the ωB97M-V functional and the def2-TZVPD basis) of the ion C3H7NOS with charge +1 at a distorted geometry.

```
13
Properties=species:S:1:pos:R:3:lowdin_charge:R:1
C -0.33 -0.38 0.04 -0.162
C 1.06 -0.65 0.61 -0.386
S 1.21 -2.09 1.85 1.120
C -0.42 0.99 -0.73 -0.457
N -1.64 1.22 -1.44 0.133
O 0.54 1.77 -0.81 0.054
H -0.65 -1.07 -0.73 0.123
H -1.03 -0.25 0.86 0.125
H 1.86 -0.84 -0.14 0.121
H 1.33 0.27 1.13 0.104
H 2.22 -1.72 2.73 -0.022
H -1.67 1.92 -2.28 0.174
H -2.48 0.84 -1.10 0.074
```

Frontier orbital gap (alpha / beta), eV: 9.428 / 4.349
Multiplicity: 2
Total charge: +1
ΔE to the lowest compared entry with this formula, charge and spin, kcal per mole: 19.2